DFT (ωB97M-V/def2-TZVPD) results for C11H8BCaF4NO4S as an isolated structure.

- Charge: -2
- Lowest unoccupied orbital energy: 4.9264 eV
- E_HOMO: -2.41 eV
- Gap between HOMO and LUMO: 0.26944 hartree

Cartesian coordinates (Å):
1 Ca -0.45 0.08 -0.06
2 C 3.66 1.18 -1.71
3 C 4.53 0.29 -1.11
4 C 4.03 -0.82 -0.47
5 C 2.65 -1.05 -0.44
6 N 1.82 -0.17 -1.02
7 C 2.31 0.91 -1.63
8 C 2.04 -2.24 0.22
9 C 2.81 -3.40 0.32
10 C 2.30 -4.53 0.94
11 C 1.01 -4.48 1.47
12 C 0.26 -3.32 1.34
13 C 0.72 -2.15 0.72
14 H 4.01 2.08 -2.21
15 H 5.60 0.48 -1.11
16 H 4.69 -1.50 0.05
17 H 1.57 1.58 -2.06
18 H 3.80 -3.45 -0.11
19 H 2.89 -5.43 1.01
20 H 0.60 -5.36 1.96
21 H -0.75 -3.34 1.75
22 O -2.58 0.16 -3.27
23 S -2.50 0.77 -1.94
24 O -3.54 1.75 -1.69
25 O -1.11 1.42 -1.75
26 O -2.53 -0.31 -0.86
27 F 1.36 1.76 3.53
28 B 1.70 2.07 2.21
29 F 1.78 3.46 2.03
30 F 2.89 1.45 1.84
31 F 0.64 1.57 1.35


DFT (ωB97M-V/def2-TZVPD) results for a single C20H20N4O4 molecule in a non-equilibrium geometry.

- Lowest unoccupied orbital energy: 0.1993 eV
- SMILES: Cc1ccc(-c2cnc(NCc3cc4c(cc3[N+](=O)[O-])OCO4)n2C)cc1C
- E_HOMO: -7.34 eV
- Gap between HOMO and LUMO: 0.27699 hartree

Cartesian coordinates (Å):
1 C 5.84 2.79 0.77
2 C 4.61 1.97 0.56
3 C 3.61 1.95 1.53
4 C 2.46 1.21 1.36
5 C 2.27 0.46 0.20
6 C 1.07 -0.33 0.05
7 C 0.39 -1.08 0.97
8 N -0.67 -1.72 0.40
9 C -0.65 -1.36 -0.86
10 N -1.60 -1.69 -1.80
11 C -2.67 -2.55 -1.33
12 C -3.44 -1.78 -0.29
13 C -3.77 -2.34 0.94
14 C -4.37 -1.53 1.87
15 C -4.63 -0.17 1.62
16 C -4.31 0.40 0.42
17 C -3.74 -0.44 -0.54
18 N -3.42 0.13 -1.82
19 O -2.79 1.17 -1.84
20 O -3.87 -0.42 -2.81
21 O -5.21 0.39 2.72
22 C -5.30 -0.64 3.68
23 O -4.79 -1.83 3.13
24 N 0.38 -0.52 -1.15
25 C 0.55 0.19 -2.38
26 C 3.28 0.47 -0.76
27 C 4.44 1.21 -0.60
28 C 5.49 1.20 -1.66
29 H 5.80 3.32 1.72
30 H 6.73 2.16 0.76
31 H 5.95 3.53 -0.03
32 H 3.74 2.53 2.43
33 H 1.69 1.21 2.12
34 H 0.61 -1.23 2.01
35 H -1.23 -1.92 -2.71
36 H -2.29 -3.48 -0.88
37 H -3.31 -2.78 -2.18
38 H -3.53 -3.36 1.17
39 H -4.49 1.44 0.21
40 H -4.71 -0.36 4.57
41 H -6.35 -0.78 3.97
42 H -0.43 0.54 -2.73
43 H 1.19 1.06 -2.22
44 H 1.00 -0.44 -3.15
45 H 3.18 -0.15 -1.65
46 H 5.21 0.55 -2.48
47 H 5.66 2.20 -2.05
48 H 6.44 0.83 -1.25


DFT (ωB97M-V/def2-TZVPD) results for a single C3H6O2 molecule.

- Lowest unoccupied orbital energy: 0.8494 eV
- E_HOMO: -8.93 eV
- Gap between HOMO and LUMO: 0.35947 hartree

Cartesian coordinates (Å):
1 C -1.84 0.29 0.21
2 C 0.11 -0.86 -0.13
3 O -0.43 0.23 0.37
4 C 1.56 -0.53 -0.31
5 O 2.09 0.60 0.33
6 H -2.30 -0.61 0.60
7 H -2.04 0.37 -0.86
8 H -2.18 1.18 0.72
9 H 1.51 -0.39 -1.42
10 H 2.20 -1.39 -0.15
11 H 1.32 1.10 0.64


DFT (ωB97M-V/def2-TZVPD) results for a 2-piece molecular cluster, C2H6N2O2 overall in a non-equilibrium geometry.

- Lowest unoccupied orbital energy (spin up / spin down): -1.3876 / -0.8111 eV
- E_HOMO (spin up / spin down): -8.34 / -9.44 eV
- Gap between HOMO and LUMO (spin up / spin down): 0.25547 / 0.31697 hartree

Cartesian coordinates (Å):
1 C -1.34 1.39 -0.23
2 N 1.42 -0.96 0.09
3 N 1.69 -0.15 1.00
4 C 0.00 -1.56 0.07
5 O -0.22 0.59 -0.15
6 O -0.31 -2.27 -0.84
7 H 1.79 -0.87 -0.86
8 H 2.40 0.52 0.66
9 H -0.42 -1.53 1.09
10 H -2.02 0.99 -1.00
11 H -1.91 1.43 0.71
12 H -1.08 2.42 -0.54